# 1
ORCA calculation (wB97M-V/def2-TZVPD) on a molecular structure, C12H11MnN2O11P2S in a non-equilibrium geometry.

Calculated values
total energy = -3633.3099 a.u.

Geometry as ORCA input:
```
! wB97M-V def2-TZVPD RIJCOSX def2/J DEFGRID3
* xyz -2 5
Mn 0.186 0.285 0.769
O 0.555 -0.285 4.982
P 0.673 -0.808 3.466
O 1.752 -1.810 3.396
O 0.161 0.390 2.634
O -0.720 -1.748 3.342
P -1.010 -2.402 1.882
O 0.270 -3.325 1.613
O -2.248 -3.193 1.899
O -1.007 -1.228 0.861
H -0.073 0.452 4.987
H 1.048 -2.915 2.071
C 1.648 -2.321 -4.150
C 1.749 -2.581 -2.787
C 1.186 -1.732 -1.855
C 0.514 -0.565 -2.258
C 0.401 -0.320 -3.643
C 0.961 -1.187 -4.563
N -0.054 0.293 -1.331
N -0.787 1.267 -1.841
C -1.447 1.976 -0.889
C -2.307 3.023 -1.249
C -3.007 3.710 -0.271
C -2.842 3.379 1.068
C -1.961 2.354 1.425
C -1.268 1.632 0.478
H 2.091 -2.996 -4.873
H 2.268 -3.468 -2.444
H 1.250 -1.961 -0.806
H -0.134 0.561 -3.961
H 0.857 -0.983 -5.624
H -2.413 3.279 -2.296
H -3.684 4.511 -0.549
H -3.389 3.913 1.837
H -1.821 2.115 2.475
O 1.575 1.542 0.718
S 2.586 0.517 1.286
O 3.837 0.621 0.574
O 1.841 -0.735 0.916
O 2.763 0.745 2.710
*
```

# 2
ORCA calculation (wB97M-V/def2-TZVPD) on C12H11N3 in the gas phase in a non-equilibrium geometry.

Calculated values
SMILES = C(=N/Nc1ccccc1)/c1ccccn1
ΔE to the lowest compared entry with this formula, charge and spin = 7.610 eV

Geometry as ORCA input:
```
! wB97M-V def2-TZVPD RIJCOSX def2/J DEFGRID3
* xyz 0 1
C 0.991 2.129 -0.601
N -0.104 2.694 -0.182
N -0.931 1.965 0.581
C -1.335 0.647 0.296
C -0.910 0.032 -0.875
C -1.898 -0.765 -1.368
C -3.168 -1.396 -0.814
C -3.310 -0.798 0.399
C -2.388 0.091 1.022
C 1.647 0.798 -0.200
C 1.606 0.189 1.006
C 2.209 -1.012 1.305
C 3.035 -1.564 0.338
C 3.432 -0.585 -0.696
N 2.532 0.329 -1.155
H 1.532 3.105 -1.105
H -1.885 2.609 0.689
H 0.069 0.194 -1.451
H -1.925 -1.290 -2.387
H -3.934 -2.153 -1.429
H -4.041 -1.115 1.330
H -2.693 0.404 2.000
H 1.014 0.565 1.769
H 2.040 -1.731 2.084
H 3.915 -2.383 0.661
H 4.502 -0.960 -1.218
*
```

# 3
ORCA calculation (wB97M-V/def2-TZVPD) on 2 unconnected molecules or ions with the total composition C12H11NO9S2 in a non-equilibrium geometry.

Calculated values
ΔE to the lowest compared entry with this formula, charge and spin = 0.000 eV

Geometry as ORCA input:
```
! wB97M-V def2-TZVPD RIJCOSX def2/J DEFGRID3
* xyz -2 1
C -2.989 4.077 -1.201
C -2.344 2.675 -1.105
O -2.579 2.211 0.206
C -1.619 1.267 0.654
C -1.198 1.613 2.110
N -1.032 0.398 2.911
C -0.172 -0.387 2.475
S 0.666 -1.386 1.573
C -1.980 2.717 2.818
O -1.194 3.945 2.872
S 0.121 3.788 1.939
O -0.175 4.378 0.652
O 1.353 4.261 2.528
O 0.159 2.182 2.008
H -2.598 4.640 -0.354
H -2.760 4.563 -2.147
H -4.065 3.937 -1.072
H -2.793 2.021 -1.862
H -1.282 2.792 -1.339
H -2.069 0.271 0.598
H -0.712 1.241 0.051
H -2.906 3.035 2.341
H -2.243 2.508 3.855
C 3.833 -3.726 -1.525
C 4.044 -4.529 -2.639
C 2.962 -5.613 -2.867
O 2.975 -6.354 -3.856
C 1.917 -5.750 -1.876
C 1.720 -4.957 -0.760
C 2.743 -3.813 -0.594
O 2.637 -2.981 0.325
O 0.811 -5.066 0.105
O 4.994 -4.454 -3.452
H 4.542 -2.932 -1.302
H 1.231 -6.572 -2.070
*
```

# 4
ORCA calculation (wB97M-V/def2-TZVPD) on 4 unconnected molecules or ions with the total composition C12H12 in a non-equilibrium geometry.

Calculated values
ΔE to the lowest compared entry with this formula, charge and spin = 11.615 eV

Geometry as ORCA input:
```
! wB97M-V def2-TZVPD RIJCOSX def2/J DEFGRID3
* xyz 0 1
C 2.642 2.609 0.073
C 1.775 1.966 -1.009
C 1.059 0.737 -0.508
C 1.699 -0.382 0.222
C 0.878 -1.399 0.480
C -0.475 -1.490 0.290
C -1.238 -2.589 0.269
C -2.585 -2.529 0.528
C -3.349 -1.374 0.359
C -2.634 -0.164 0.069
C -1.211 -0.302 -0.137
C -0.375 0.655 -0.763
H 4.309 2.608 -0.468
H 1.998 4.116 0.374
H 2.390 1.548 1.021
H 1.163 2.811 -1.392
H 2.545 1.869 -1.633
H 2.721 -0.385 0.325
H 1.251 -2.365 0.601
H -0.745 -3.325 1.220
H -3.379 -3.126 0.648
H -4.482 -1.683 0.497
H -3.151 0.712 0.015
H -0.804 1.482 -1.083
*
```

# 5
ORCA calculation (wB97M-V/def2-TZVPD) on 2 unconnected molecules or ions with the total composition C12H12 in a non-equilibrium geometry.

Calculated values
ΔE to the lowest compared entry with this formula, charge and spin = 9.193 eV

Geometry as ORCA input:
```
! wB97M-V def2-TZVPD RIJCOSX def2/J DEFGRID3
* xyz 0 1
C 0.983 1.510 3.216
C 0.777 0.120 3.056
C 0.483 2.360 2.225
C 0.351 -0.439 1.895
C 0.066 1.818 1.042
C 0.021 0.483 0.889
C 0.094 -1.490 -3.069
C 1.242 -0.271 -1.638
C -0.865 -0.762 -1.208
C 0.281 -1.560 -1.662
C -0.066 -0.137 -2.349
C -2.346 -0.987 -1.124
H 1.598 1.962 3.894
H 1.226 -0.479 3.887
H 0.672 3.361 2.243
H 0.338 -1.450 1.689
H -0.287 2.601 0.215
H 1.013 -1.600 -3.568
H -0.818 -1.833 -3.454
H 1.330 0.209 -0.718
H 2.089 -0.199 -2.179
H -2.904 -0.104 -1.105
H -2.603 -1.603 -0.255
H -2.673 -1.508 -1.922
*
```

# 6
ORCA calculation (wB97M-V/def2-TZVPD) on a molecular structure, C12H12Br26Cl in a non-equilibrium geometry.

Calculated values
ΔE to the lowest compared entry with this formula, charge and spin = 1.267 eV

Geometry as ORCA input:
```
! wB97M-V def2-TZVPD RIJCOSX def2/J DEFGRID3
* xyz -1 1
C -4.355 -0.822 -2.661
C -2.808 -1.115 -2.995
Br -2.054 -0.565 -4.773
C -1.981 -1.782 -2.060
Br -0.070 -2.161 -2.527
C -2.548 -2.263 -0.671
Cl -2.123 -0.881 0.523
H -4.825 -0.385 -3.575
H -4.473 -0.216 -1.707
H -4.793 -1.880 -2.457
H -3.679 -2.302 -0.688
C 0.447 2.616 1.680
Br 1.610 2.897 3.206
Br 1.261 1.449 0.363
Br -1.303 1.985 2.212
H 0.306 3.582 1.205
C 1.932 -0.491 6.162
Br 1.764 -0.880 4.274
Br 3.403 0.721 6.520
Br 0.267 0.157 6.915
H 2.164 -1.429 6.662
C 2.785 4.381 -1.619
Br 2.626 3.953 -3.502
Br 4.256 5.597 -1.278
Br 1.117 5.044 -0.889
H 3.012 3.452 -1.100
C 4.239 -4.246 3.826
Br 4.943 -2.926 5.060
Br 2.613 -5.062 4.496
Br 3.997 -3.513 2.050
H 4.982 -5.036 3.747
C -8.033 -3.581 -1.985
Br -6.599 -3.439 -0.691
Br -9.415 -2.255 -1.679
Br -7.369 -3.522 -3.805
H -8.493 -4.556 -1.846
C -4.229 4.583 4.020
Br -2.389 5.162 3.828
Br -4.453 2.709 3.573
Br -4.928 4.989 5.783
H -4.817 5.153 3.306
C 7.167 5.241 -4.459
Br 8.212 5.344 -6.089
Br 6.683 3.415 -4.029
Br 8.055 6.120 -2.978
H 6.240 5.781 -4.641
C 2.211 -5.845 -2.924
Br 2.351 -4.732 -4.504
Br 3.312 -7.436 -3.063
Br 2.588 -4.848 -1.307
H 1.178 -6.177 -2.858
*
```

# 7
ORCA calculation (wB97M-V/def2-TZVPD) on a gas-phase ion, C12H12Br2Cl2NO2 (charge +1) in a non-equilibrium geometry.

Calculated values
total energy = -6737.8619 a.u.
SMILES = C/C(Cl)=C(\Cl)c1c[nH+]ccc1C(=O)O[C@H](Br)[C@H](C)Br

Geometry as ORCA input:
```
! wB97M-V def2-TZVPD RIJCOSX def2/J DEFGRID3
* xyz 1 1
C -0.568 4.431 -1.208
C -1.128 3.141 -0.711
Cl -2.589 2.613 -1.435
C -0.564 2.426 0.261
Cl 0.814 3.023 1.093
C -1.119 1.134 0.723
C -1.931 1.184 1.843
N -2.520 0.079 2.331
C -2.324 -1.121 1.771
C -1.505 -1.234 0.669
C -0.892 -0.116 0.126
C -0.013 -0.280 -1.075
O -0.076 0.473 -1.972
O 0.758 -1.395 -1.117
C 1.949 -1.363 -0.340
Br 2.943 0.295 -0.579
C 2.766 -2.556 -0.801
C 2.002 -3.871 -0.630
Br 4.452 -2.671 0.145
H -0.512 5.165 -0.415
H -1.162 4.799 -2.032
H 0.438 4.245 -1.572
H -2.153 2.107 2.348
H -3.129 0.159 3.134
H -2.818 -1.978 2.191
H -1.349 -2.205 0.229
H 1.738 -1.439 0.722
H 3.007 -2.401 -1.843
H 2.203 -4.491 -1.496
H 2.350 -4.431 0.225
H 0.930 -3.722 -0.582
*
```

# 8
ORCA calculation (wB97M-V/def2-TZVPD) on 2 unconnected molecules or ions with the total composition C12H12BrF6O4P2S in a non-equilibrium geometry.

Calculated values
ΔE to the lowest compared entry with this formula, charge and spin = 0.000 eV

Geometry as ORCA input:
```
! wB97M-V def2-TZVPD RIJCOSX def2/J DEFGRID3
* xyz -1 1
C 4.453 0.550 2.903
C 4.182 0.385 1.740
C 3.798 -0.171 0.484
C 4.518 -0.033 -0.620
P 6.079 0.918 -0.735
S 5.918 2.704 0.043
C 3.966 -0.722 -1.863
O 4.660 -1.331 -2.625
C 2.461 -0.596 -2.010
Br 1.730 -0.276 -3.742
C 1.723 -0.718 -0.920
O 0.378 -0.610 -0.897
C -0.010 0.775 -1.051
C -0.926 1.296 0.108
O -1.332 0.319 1.017
C -2.374 -0.518 0.479
C -1.979 -1.977 0.809
C 2.488 -0.967 0.382
O 2.134 -1.729 1.226
H 4.776 0.550 3.915
H 6.283 1.095 -2.123
H 7.176 0.200 -0.212
H -0.572 0.867 -1.987
H 0.839 1.459 -1.138
H -0.334 2.021 0.684
H -1.770 1.840 -0.339
H -2.470 -0.372 -0.605
H -3.372 -0.280 0.907
H -1.344 -2.375 0.014
H -2.886 -2.566 0.954
H -1.371 -1.919 1.717
F -7.446 -1.037 1.070
P -6.688 0.311 0.497
F -5.533 1.425 0.893
F -6.216 0.556 -1.064
F -7.350 1.083 1.792
F -8.119 0.621 -0.255
F -5.470 -0.778 0.555
*
```